The following is a DFT calculation (ωB97M-V/def2-TZVPD) of a gas-phase ion, C11H21BrN3O2 (charge +1).

Molar mass   307.21 g/mol
SMILES string   C=CCN1[C@H](Br)C[N@H+](CC(=O)N(C)C)C[C@@H]1O
F_max   0.026 Eh/bohr
LUMO level   -3.21 eV
HOMO energy   -11.349 eV
Energy   -90346.71205 eV
Kohn-Sham gap   8.139 eV
Total charge   +1

Structure (XYZ):
```
38
Properties=species:S:1:pos:R:3:forces:R:3:mulliken_charge:R:1
C -0.55211 -4.76087 0.32189 -0.15 -0.24 0.23 -0.74
C -1.09027 -3.64977 -0.17881 0.24 0.29 0.14 -0.23
C -0.43448 -2.87148 -1.27422 0.30 0.44 0.82 -0.84
N -0.34407 -1.40476 -1.01713 0.18 -0.02 -0.65 0.43
C 0.97138 -0.92705 -1.37591 -0.30 -0.14 -0.12 -0.30
Br 2.29616 -1.50884 -0.06819 0.03 0.04 0.06 -0.09
C 1.10259 0.58857 -1.63361 0.34 0.10 0.24 -1.28
N -0.07278 1.47644 -1.28387 -0.22 -0.14 0.43 0.19
C 0.15888 2.32159 -0.05800 0.29 -0.02 -0.09 -1.20
C 0.41706 1.48378 1.19990 0.02 0.17 0.03 0.68
O -0.04323 0.37281 1.30085 0.20 -0.03 -0.18 -0.47
N 1.20229 2.10981 2.14273 -0.86 -0.27 0.39 0.01
C 1.36963 1.27225 3.34017 0.40 0.18 0.15 -0.93
C 0.72391 3.46570 2.48755 0.24 0.11 -0.45 -1.03
C -1.40254 0.75632 -1.26348 -0.45 0.08 -0.34 -0.78
C -1.32813 -0.67328 -1.78931 0.08 0.16 0.28 -0.25
O -2.58631 -1.23593 -1.55681 -0.05 0.01 0.04 -0.49
H 0.51008 -4.87645 0.51443 0.19 -0.38 -1.24 0.26
H -1.18407 -5.59473 0.60745 -0.06 0.42 1.13 0.27
H -2.02085 -3.25188 0.21432 -0.64 -0.60 -0.86 0.33
H -1.02576 -3.04370 -2.17931 0.04 0.00 -0.04 0.27
H 0.56112 -3.27727 -1.46224 0.02 0.03 0.05 0.61
H 1.29275 -1.41586 -2.30223 0.20 0.04 0.05 0.76
H 1.32410 0.75327 -2.68609 -0.19 -0.02 -0.06 0.36
H 1.95167 0.97797 -1.07804 0.01 -0.01 0.01 0.49
H -0.13971 2.16761 -2.02693 0.08 -0.12 -0.12 0.44
H -0.71343 2.96402 0.06087 0.00 0.01 0.01 0.39
H 1.03964 2.92697 -0.26813 -0.09 0.13 -0.03 0.54
H 0.41789 1.06177 3.83202 -0.03 -0.10 -0.10 0.36
H 1.87404 0.34869 3.07414 -0.17 -0.09 -0.04 0.28
H 2.00627 1.80944 4.03978 0.02 0.05 -0.04 0.38
H -0.34717 3.46177 2.71044 0.05 0.02 0.19 0.36
H 1.27897 3.81906 3.34985 -0.01 0.01 0.01 0.37
H 0.90155 4.16671 1.67112 0.05 0.00 0.02 0.33
H -1.79767 0.74051 -0.25510 0.22 -0.16 0.11 0.26
H -2.09811 1.31636 -1.88979 0.11 0.13 -0.01 0.44
H -1.08924 -0.68994 -2.87107 -0.09 -0.01 -0.02 0.42
H -3.13003 -1.17958 -2.34923 0.02 -0.07 -0.01 0.38
```
Positions in Å, forces in eV/Å.